a) {"formula": "C4H11NP", "method": "ωB97M-V/def2-TZVPD", "total_charge": 1, "spin_multiplicity": 1, "e_lumo_ev": -4.3, "species": ["P", "N", "C", "C", "C", "C", "H", "H", "H", "H", "H", "H", "H", "H", "H", "H", "H"], "positions_angstrom": [[0.96412, -0.26587, -0.38602], [-1.49366, -0.28754, 0.49373], [-0.73671, -0.20680, -0.92233], [2.51835, 2.30606, -0.10500], [-1.82028, -1.67061, 0.92887], [1.48870, 1.49796, -0.15806], [2.59048, 3.22075, 0.33016], [0.89939, -1.20320, 0.72165], [1.48231, -0.88467, -1.43903], [-1.31484, -2.59918, 0.51595], [0.66116, 1.70047, 0.53039], [-2.85773, -1.80529, 0.87899], [-2.31616, 0.24664, 0.15991], [-0.98502, 0.66517, -1.60575], [-0.88197, -1.25865, -1.44365], [-1.67782, -1.52274, 2.09828], [3.47968, 2.06751, -0.59810]]}

b) {"formula": "C4H11NP", "method": "ωB97M-V/def2-TZVPD", "total_charge": 1, "spin_multiplicity": 1, "e_lumo_ev": [-4.5, -3.9], "species": ["P", "N", "C", "C", "C", "C", "H", "H", "H", "H", "H", "H", "H", "H", "H", "H", "H"], "positions_angstrom": [[1.91414, 0.41534, -1.29082], [-0.88981, 0.46512, -0.92862], [0.57018, 1.03968, 1.93946], [-1.42066, -0.94626, -1.15078], [-0.12792, -1.46073, -0.40071], [0.40203, -0.08236, -0.46039], [-0.44308, 0.99875, 2.01274], [-1.21442, 0.65895, 0.01393], [0.96085, 2.00797, 1.47726], [0.45899, -2.09603, -1.10204], [-2.35667, -1.07483, -0.69604], [1.74438, 1.84249, -0.91981], [-1.45874, -1.34471, -2.09720], [1.18586, 0.58092, 2.67072], [-0.32797, -1.92144, 0.58278], [-0.94834, 1.10477, -1.73305], [2.96274, -0.18639, -0.46210]]}

Relative energies in eV: a) 0.000; b) 1.977